No. 1
The following is a DFT calculation (wB97M-V/def2-TZVPD) of a structure of composition C44H38N6O3S3Y in a non-equilibrium geometry.

```
95
Properties=species:S:1:pos:R:3:lowdin_charge:R:1
Y -0.42 -0.04 -0.45 1.4657
C 1.37 -0.22 2.55 -0.1044
N -0.04 -0.48 2.27 -0.0704
C -0.54 -1.80 2.66 -0.0908
C -1.16 -2.53 1.51 -0.2907
N -0.98 -2.22 0.25 0.0740
C -1.70 -3.19 -0.49 -0.1956
C -1.86 -3.36 -1.87 -0.0077
C -2.66 -4.39 -2.29 -0.0564
C -3.30 -5.25 -1.38 -0.0693
C -3.15 -5.10 -0.02 -0.0094
C -2.33 -4.06 0.39 -0.1740
N -1.95 -3.61 1.66 0.1821
C 2.21 -0.61 1.37 -0.2892
N 1.76 -0.60 0.14 0.0615
C 2.84 -0.97 -0.68 -0.1921
C 2.90 -1.10 -2.07 0.0028
C 4.12 -1.47 -2.60 -0.0623
C 5.24 -1.70 -1.79 -0.0692
C 5.18 -1.57 -0.42 -0.0069
C 3.95 -1.20 0.11 -0.1717
N 3.51 -0.97 1.42 0.1858
H 1.72 -0.73 3.45 0.1268
H 1.49 0.84 2.71 0.1392
H -0.61 0.24 2.67 0.1217
H -1.27 -1.71 3.47 0.1365
H 0.28 -2.41 3.05 0.1346
H -1.38 -2.68 -2.56 0.0945
H -2.81 -4.55 -3.35 0.1132
H -3.94 -6.05 -1.76 0.1108
H -3.64 -5.77 0.69 0.1162
H -2.21 -4.04 2.54 0.1724
H 2.03 -0.92 -2.69 0.1026
H 4.22 -1.59 -3.68 0.1123
H 6.18 -1.98 -2.25 0.1115
H 6.05 -1.74 0.21 0.1167
H 4.07 -1.04 2.25 0.1720
C 0.77 7.02 5.18 -0.0484
C 0.80 6.90 3.68 -0.2198
C 1.48 7.85 2.92 -0.0448
C 1.54 7.78 1.54 -0.0730
C 0.88 6.75 0.89 -0.0239
C 0.20 5.79 1.62 -0.2119
N -0.45 4.73 0.89 0.1045
C -1.80 4.49 0.99 -0.2050
C -2.66 5.55 1.34 -0.0181
C -4.02 5.38 1.37 -0.0597
C -4.61 4.14 1.05 -0.0777
C -3.78 3.09 0.74 -0.0153
C -2.38 3.23 0.72 -0.0810
C -1.59 2.03 0.45 -0.5468
O -2.16 0.88 0.38 -0.1346
O -0.32 2.05 0.30 -0.1443
C 0.16 5.84 3.02 -0.1631
C -0.54 4.76 3.81 -0.0212
H 1.29 7.92 5.51 0.0758
H 1.26 6.17 5.67 0.0810
H -0.25 7.06 5.56 0.0872
H 1.98 8.67 3.44 0.1116
H 2.08 8.53 0.97 0.1073
H 0.88 6.68 -0.20 0.1084
H 0.12 3.95 0.60 0.1121
H -2.22 6.51 1.56 0.1235
H -4.66 6.22 1.63 0.1117
H -5.69 4.02 1.06 0.1050
H -4.20 2.12 0.50 0.1180
H -1.62 4.92 3.86 0.0904
H -0.17 4.72 4.84 0.0684
H -0.38 3.78 3.35 0.0742
O -0.68 -0.40 -2.35 -0.3590
C -1.40 0.44 -3.23 -0.5493
C -0.89 0.19 -4.66 -0.4970
C -0.27 -0.94 -5.10 -0.1174
C 0.07 -0.89 -6.49 -0.1733
C -0.28 0.29 -7.06 -0.3995
S -1.03 1.34 -5.93 1.0373
C -1.09 1.90 -2.85 -0.5011
C -1.89 2.98 -2.70 -0.0994
C -1.15 4.18 -2.42 -0.1549
C 0.19 3.97 -2.38 -0.3924
S 0.58 2.33 -2.67 1.0585
C -2.91 0.17 -3.15 -0.4422
C -3.59 -0.46 -2.15 -0.1315
C -5.00 -0.52 -2.37 -0.1671
C -5.36 0.06 -3.54 -0.4013
S -4.01 0.66 -4.38 1.0571
H -0.07 -1.79 -4.46 0.1054
H 0.57 -1.69 -7.03 0.1045
H -0.15 0.62 -8.09 0.0716
H -2.97 2.94 -2.77 0.1180
H -1.61 5.15 -2.26 0.1165
H 0.98 4.69 -2.19 0.0738
H -3.13 -0.88 -1.28 0.0800
H -5.70 -0.99 -1.69 0.1063
H -6.36 0.16 -3.97 0.0727
```

Results
Net charge: +1
Multiplicity: 1

---

No. 2
The following is a DFT calculation (wB97M-V/def2-TZVPD) of the molecule C4H8N2O in a non-equilibrium geometry.

```
15
Properties=species:S:1:pos:R:3:lowdin_charge:R:1
C 0.48 0.60 1.85 -0.1068
N 0.03 -0.32 0.81 -0.0960
C 0.13 0.20 -0.54 -0.3538
C -0.64 1.45 -0.75 -0.1741
N -1.24 2.43 -0.89 0.1566
C -0.31 -0.89 -1.52 -0.2385
O 0.45 -2.05 -1.31 -0.0528
H -0.27 1.35 2.13 0.0822
H 0.77 0.04 2.74 0.0783
H 1.36 1.14 1.49 0.0866
H -0.93 -0.60 1.00 0.1252
H 1.18 0.43 -0.73 0.1555
H -0.15 -0.56 -2.55 0.1299
H -1.39 -1.08 -1.39 0.1273
H 0.53 -2.14 -0.35 0.0803
```

Results
Multiplicity: 1
Relative energy (zero: lowest compared OMol25 entry of this formula, charge and spin): 40.8 kcal/mol
Structure (SMILES): CN[C@H](C#N)CO

---

No. 3
The following is a DFT calculation (wB97M-V/def2-TZVPD) of a cluster of 8 separate species, C36H94N6O14 in total in a non-equilibrium geometry.

```
150
Properties=species:S:1:pos:R:3:lowdin_charge:R:1
C -2.23 3.98 -1.22 -0.0966
O -3.08 3.12 -0.51 -0.2071
C -3.82 2.22 -1.30 -0.2341
C -4.59 1.33 -0.33 -0.1952
N -4.96 0.08 -0.95 -0.0892
C -5.93 0.24 -2.04 -0.1792
C -6.20 -1.11 -2.68 -0.2265
O -7.50 -1.12 -3.21 -0.1938
C -8.11 -2.39 -3.21 -0.1062
H -1.91 4.75 -0.52 0.0905
H -2.70 4.43 -2.09 0.0922
H -1.30 3.47 -1.54 0.0738
H -3.24 1.55 -1.95 0.1307
H -4.50 2.81 -1.93 0.1211
H -5.47 1.87 0.07 0.1281
H -3.87 1.24 0.49 0.1067
H -5.43 -0.45 -0.21 0.1122
H -5.47 0.94 -2.75 0.1127
H -6.88 0.65 -1.69 0.1292
H -6.18 -1.86 -1.87 0.1178
H -5.43 -1.39 -3.41 0.1322
H -7.46 -3.15 -3.66 0.0893
H -8.96 -2.32 -3.89 0.0864
H -8.41 -2.67 -2.20 0.0901
C 1.65 1.08 1.15 -0.0919
O 1.57 1.90 0.00 -0.2129
C 1.65 3.30 0.24 -0.1799
C 2.01 3.96 -1.07 -0.2099
N 3.44 4.11 -1.21 -0.0569
C 3.95 5.00 -2.21 -0.2042
C 3.45 4.68 -3.60 -0.2543
O 3.80 5.72 -4.44 -0.1584
C 3.32 5.58 -5.75 -0.1138
H 0.66 0.76 1.51 0.0643
H 2.18 1.59 1.95 0.0938
H 2.24 0.21 0.85 0.0592
H 2.42 3.39 1.02 0.1196
H 0.68 3.65 0.61 0.1077
H 1.48 4.92 -1.12 0.1314
H 1.64 3.28 -1.85 0.0525
H 3.98 4.13 -0.36 0.1078
H 5.04 4.88 -2.19 0.1241
H 3.78 6.08 -2.05 0.1237
H 2.36 4.52 -3.54 0.0919
H 3.81 3.71 -3.99 0.1328
H 3.35 6.57 -6.22 0.1002
H 2.28 5.25 -5.77 0.0845
H 3.93 4.87 -6.32 0.0889
C 2.47 -6.44 2.57 -0.1097
O 1.55 -5.84 3.46 -0.2145
C 1.67 -6.37 4.76 -0.2281
C 1.11 -5.48 5.86 -0.2218
N -0.32 -5.26 5.96 -0.0464
C -0.98 -4.58 4.83 -0.2000
C -0.36 -3.28 4.44 -0.2207
O -1.13 -2.70 3.42 -0.1815
C -1.03 -1.36 3.12 -0.1210
H 3.50 -6.22 2.87 0.0910
H 2.32 -6.07 1.56 0.0814
H 2.33 -7.53 2.56 0.0911
H 2.74 -6.57 4.92 0.1181
H 1.16 -7.35 4.78 0.1279
H 1.68 -4.55 5.92 0.1080
H 1.44 -6.03 6.76 0.1178
H -0.72 -6.19 6.03 0.1045
H -2.01 -4.39 5.15 0.1227
H -1.13 -5.21 3.94 0.1214
H 0.66 -3.44 4.07 0.1056
H -0.25 -2.60 5.30 0.1185
H -1.44 -0.65 3.85 0.0861
H -1.48 -1.27 2.13 0.0699
H 0.01 -0.99 3.00 0.0706
C 4.66 -3.08 -0.70 -0.1207
O 3.86 -3.23 0.45 -0.1945
C 3.10 -2.08 0.80 -0.2209
C 1.76 -2.56 1.33 -0.1901
N 0.97 -3.03 0.20 -0.0296
C -0.25 -3.73 0.53 -0.1940
C -0.92 -4.36 -0.68 -0.2310
O -0.12 -5.43 -1.14 -0.1894
C -0.43 -5.81 -2.46 -0.1126
H 4.09 -3.03 -1.63 0.0850
H 5.35 -3.93 -0.68 0.0882
H 5.29 -2.19 -0.64 0.0895
H 2.89 -1.51 -0.11 0.0992
H 3.64 -1.49 1.55 0.1273
H 1.25 -1.65 1.67 0.0776
H 1.93 -3.28 2.14 0.1176
H 1.53 -3.56 -0.45 0.1111
H -0.98 -3.11 1.03 0.0921
H 0.03 -4.61 1.13 0.1240
H -1.21 -3.63 -1.45 0.1236
H -1.85 -4.76 -0.25 0.1272
H -0.26 -5.01 -3.18 0.0851
H -1.47 -6.16 -2.51 0.0902
H 0.18 -6.68 -2.72 0.0837
C 2.17 4.69 -9.62 -0.1095
O 1.38 3.91 -8.75 -0.1851
C 2.08 3.41 -7.63 -0.2579
C 1.06 2.83 -6.69 -0.2148
N 1.66 2.42 -5.43 -0.0272
C 0.71 2.60 -4.32 -0.2141
C 1.11 1.74 -3.15 -0.2514
O 0.75 0.40 -3.44 -0.1645
C 1.29 -0.52 -2.53 -0.1091
H 3.21 4.37 -9.60 0.0886
H 1.98 5.75 -9.43 0.0873
H 1.82 4.50 -10.64 0.0852
H 2.70 4.19 -7.16 0.0498
H 2.81 2.63 -7.90 0.1339
H 0.51 2.05 -7.22 0.1299
H 0.29 3.59 -6.56 0.1237
H 1.81 1.42 -5.45 0.1140
H -0.32 2.34 -4.58 0.1280
H 0.69 3.65 -4.01 0.1035
H 0.55 2.06 -2.25 0.0915
H 2.17 1.83 -2.89 0.1311
H 2.38 -0.64 -2.63 0.0938
H 0.79 -1.47 -2.68 0.0899
H 1.16 -0.15 -1.50 0.0538
C -2.32 2.34 2.62 -0.1106
O -1.73 2.97 3.73 -0.1917
C -0.32 3.20 3.61 -0.2075
C 0.24 3.52 4.97 -0.1983
N 0.64 2.36 5.76 -0.0448
C -0.40 1.74 6.53 -0.2250
C 0.14 0.70 7.47 -0.2503
O 0.59 -0.43 6.76 -0.1959
C 0.96 -1.45 7.67 -0.1154
H -3.15 2.91 2.21 0.0819
H -2.68 1.35 2.93 0.0829
H -1.61 2.17 1.80 0.0717
H -0.21 3.98 2.84 0.1178
H 0.10 2.25 3.26 0.0995
H -0.53 4.04 5.55 0.1220
H 1.04 4.25 4.85 0.1116
H 1.07 1.66 5.16 0.1053
H -1.15 1.21 5.91 0.1194
H -1.04 2.42 7.09 0.1261
H -0.66 0.39 8.16 0.1229
H 0.95 1.08 8.11 0.1268
H 1.76 -1.12 8.34 0.0905
H 1.18 -2.41 7.23 0.0685
H 0.06 -1.66 8.28 0.0933
O -3.75 -2.44 0.02 -0.0649
H -2.93 -2.03 0.30 -0.0020
H -4.16 -1.77 -0.55 -0.0157
O -1.27 -0.12 -0.30 -0.0406
H -1.05 0.80 -0.50 0.0274
H -0.42 -0.57 -0.31 0.0099
```

Results
Multiplicity: 1
Relative energy (zero: lowest compared OMol25 entry of this formula, charge and spin): 14.5 kcal/mol
Structure (SMILES): COCCNCCOC.COCCNCCOC.COCCNCCOC.COCCNCCOC.COCCNCCOC.COCCNCCOC.O.O

---

No. 4
The following is a DFT calculation (wB97M-V/def2-TZVPD) of a cluster of 13 separate species, C37H100O13 in total in a non-equilibrium geometry.

```
150
Properties=species:S:1:pos:R:3:lowdin_charge:R:1
C 2.83 -0.12 -4.21 -0.0937
C 4.26 0.21 -4.55 -0.2668
O 5.17 -0.23 -3.49 -0.1006
H 2.58 0.30 -3.24 0.0535
H 2.48 -1.12 -4.32 0.0704
H 2.22 0.39 -4.94 0.0782
H 4.32 1.37 -4.69 0.1404
H 4.58 -0.36 -5.48 0.1268
H 5.83 0.45 -3.44 0.0743
C 6.11 -1.37 0.49 -0.0538
C 5.13 -1.81 -0.66 -0.2717
O 4.12 -0.86 -0.87 -0.0806
H 5.60 -1.19 1.40 0.0425
H 6.61 -0.43 0.32 0.0566
H 6.92 -2.08 0.70 0.0784
H 4.69 -2.77 -0.39 0.0886
H 5.82 -2.10 -1.47 0.1148
H 4.07 -0.68 -1.81 0.0538
C -0.61 7.06 0.97 -0.0542
C -0.99 5.67 0.48 -0.4633
C -1.06 4.67 1.62 -0.0585
O -2.34 5.78 -0.08 -0.0677
H -1.37 7.27 1.70 0.0703
H -0.75 7.79 0.18 0.0797
H 0.40 7.12 1.39 0.0802
H -0.36 5.35 -0.34 0.1262
H -1.68 5.08 2.45 0.1018
H -0.03 4.45 1.99 0.0910
H -1.46 3.79 1.23 0.0338
H -2.81 4.97 0.10 0.0639
C -2.20 -3.17 -4.68 -0.0507
C -2.45 -2.57 -3.30 -0.5109
C -3.11 -3.55 -2.39 -0.0485
O -1.29 -2.01 -2.72 -0.0753
H -2.21 -2.40 -5.48 0.0804
H -2.95 -3.93 -4.97 0.0798
H -1.22 -3.67 -4.77 0.0589
H -3.17 -1.70 -3.43 0.1373
H -3.47 -3.11 -1.49 0.0607
H -2.31 -4.25 -2.11 0.0916
H -3.91 -4.11 -2.82 0.0794
H -0.89 -2.69 -2.16 0.0365
C 1.46 -4.91 3.12 -0.0503
C 1.73 -3.43 2.92 -0.4741
C 3.19 -3.17 3.16 -0.0608
O 1.34 -3.05 1.56 -0.0957
H 1.89 -5.18 4.10 0.0924
H 1.98 -5.46 2.32 0.0799
H 0.38 -5.14 3.02 0.0698
H 1.08 -2.86 3.62 0.1402
H 3.33 -2.10 2.90 0.0673
H 3.85 -3.70 2.48 0.0867
H 3.42 -3.14 4.27 0.1130
H 1.49 -2.09 1.55 0.0574
C 1.50 2.01 4.17 -0.0380
C 2.66 2.37 3.19 -0.4643
C 3.49 3.59 3.60 -0.0644
O 3.51 1.19 2.98 -0.0814
H 1.85 1.80 5.19 0.0868
H 0.95 1.13 3.86 0.0458
H 0.95 2.96 4.06 0.0757
H 2.42 2.67 2.17 0.1100
H 4.10 4.06 2.78 0.0565
H 4.12 3.34 4.52 0.1051
H 2.71 4.41 3.82 0.0937
H 2.99 0.64 2.40 0.0199
C -1.48 1.42 -4.44 -0.0798
C -2.69 2.30 -4.57 -0.3923
C -3.98 1.53 -4.83 -0.0377
O -2.85 2.98 -3.20 -0.0941
H -1.13 0.96 -5.37 0.0911
H -1.59 0.62 -3.71 0.0619
H -0.60 1.95 -4.14 0.0624
H -2.46 3.04 -5.32 0.1239
H -4.13 0.84 -4.00 0.0658
H -3.91 1.06 -5.75 0.0582
H -4.80 2.22 -4.90 0.0760
H -1.99 3.22 -2.84 0.0616
C 2.60 -4.71 -1.06 -0.0443
C 1.45 -3.99 -1.80 -0.4690
C 1.06 -4.72 -3.03 -0.0610
O 0.27 -3.66 -1.00 -0.0738
H 2.28 -5.67 -0.60 0.0983
H 2.92 -4.08 -0.26 0.0301
H 3.42 -4.85 -1.77 0.0851
H 1.90 -3.03 -2.09 0.1264
H 0.38 -5.51 -2.73 0.0914
H 2.00 -5.11 -3.50 0.0992
H 0.51 -4.09 -3.77 0.0672
H 0.66 -3.49 -0.12 0.0430
C -5.96 0.66 -1.05 -0.0334
C -4.82 -0.35 -0.72 -0.4455
C -3.35 0.22 -0.80 -0.0354
O -5.12 -0.92 0.55 -0.0635
H -5.95 1.00 -2.12 0.0846
H -5.85 1.53 -0.42 0.0558
H -6.90 0.23 -0.61 0.0932
H -4.77 -1.19 -1.39 0.0991
H -3.24 1.05 -0.15 0.0401
H -3.08 0.66 -1.74 0.0367
H -2.58 -0.60 -0.49 0.1072
H -5.36 -0.19 1.12 0.0239
C 4.74 4.14 -1.86 -0.0580
C 4.24 3.64 -0.52 -0.4757
C 5.20 2.93 0.38 -0.0529
O 3.58 4.79 0.14 -0.0933
H 3.95 4.72 -2.38 0.0942
H 5.07 3.26 -2.39 0.0586
H 5.56 4.84 -1.66 0.0810
H 3.40 2.93 -0.68 0.1295
H 5.67 2.13 -0.14 0.0599
H 4.59 2.48 1.16 0.0526
H 5.96 3.60 0.91 0.1175
H 4.18 5.41 0.59 0.0870
C 0.65 -0.12 -1.19 -0.0330
C 1.15 0.37 0.16 -0.4696
C 0.00 0.62 1.13 -0.0142
O 2.11 -0.41 0.80 -0.0932
H 1.39 -0.47 -1.92 0.0521
H 0.09 0.69 -1.60 0.0782
H -0.06 -0.96 -1.08 0.0676
H 1.65 1.35 -0.12 0.1348
H -0.46 -0.29 1.22 0.0340
H -0.80 1.27 0.80 0.0731
H 0.31 1.02 2.12 0.0614
H 2.78 -0.78 0.13 0.0860
C -5.50 0.35 4.50 -0.0232
C -5.27 1.57 3.54 -0.4521
C -3.93 1.83 2.85 -0.0492
O -6.15 1.43 2.40 -0.0882
H -6.59 0.23 4.55 0.0824
H -5.09 0.61 5.50 0.0907
H -4.96 -0.48 4.12 0.0419
H -5.53 2.44 4.09 0.1131
H -3.75 1.04 2.09 0.0642
H -3.06 1.83 3.54 0.0832
H -4.11 2.84 2.41 0.0913
H -6.85 0.79 2.63 0.0929
C -3.72 -4.05 3.67 -0.0659
C -2.84 -3.29 2.71 -0.4592
C -2.12 -2.06 3.38 -0.0367
O -1.78 -4.18 2.29 -0.0892
H -4.19 -4.97 3.19 0.0974
H -4.58 -3.48 4.12 0.0872
H -3.04 -4.42 4.43 0.0758
H -3.37 -2.96 1.83 0.1153
H -1.25 -1.73 2.80 0.0442
H -1.77 -2.30 4.42 0.0982
H -2.75 -1.16 3.43 0.0488
H -1.13 -3.77 1.68 0.0820
```

Results
Multiplicity: 1
Relative energy (zero: lowest compared OMol25 entry of this formula, charge and spin): 76.2 kcal/mol

---

Number 1: HOMO level -9.859 eV, LUMO -2.20 eV, frontier orbital gap 7.66 eV. Number 2: HOMO level -10.178 eV, LUMO 0.80 eV, frontier orbital gap 10.98 eV. Number 3: HOMO level -8.588 eV, LUMO 0.63 eV, frontier orbital gap 9.22 eV. Number 4: HOMO level -9.702 eV, LUMO 0.30 eV, frontier orbital gap 10.00 eV.